# C33H51N4OSeSi2Tl

C33H51N4OSeSi2Tl as an isolated structure (ωB97M-V/def2-TZVPD, the OMol25 dataset).

Structure (ORCA input):
```
! wB97M-V def2-TZVPD RIJCOSX def2/J DEFGRID3
* xyz 0 1
Tl -0.59 -0.82 1.01
N -1.84 -1.30 -1.21
C -1.49 -2.52 -1.92
C -0.31 -3.28 -1.29
N -0.35 -3.33 0.18
C -1.49 -4.18 0.72
C -1.66 -3.96 2.24
N -2.00 -2.60 2.54
C 0.94 -3.92 0.60
C 1.70 -3.16 1.71
N 1.78 -1.74 1.50
H -1.78 -0.48 -1.83
H -2.80 -1.41 -0.80
H -2.34 -3.19 -1.99
H -1.18 -2.26 -2.92
H -0.24 -4.26 -1.77
H 0.63 -2.72 -1.54
H -2.43 -3.90 0.20
H -1.22 -5.23 0.51
H -2.42 -4.67 2.59
H -0.74 -4.18 2.77
H -3.01 -2.38 2.33
H -1.81 -2.29 3.53
H 0.83 -4.92 1.02
H 1.64 -3.95 -0.27
H 1.15 -3.34 2.65
H 2.70 -3.60 1.77
H 2.25 -1.22 2.21
H 2.10 -1.47 0.57
C 2.18 0.53 -3.88
C 3.26 0.88 -2.85
C 4.06 -0.40 -2.52
C 4.23 1.94 -3.47
Si 2.35 1.28 -1.22
O 1.34 0.12 -0.80
C 3.61 1.69 0.13
C 3.02 2.11 1.35
C 3.82 2.44 2.47
C 5.21 2.34 2.36
C 5.80 1.96 1.14
C 5.00 1.61 0.06
C 1.36 2.90 -1.53
C -0.02 3.05 -1.25
C -0.79 4.02 -1.87
C -0.20 4.98 -2.72
C 1.16 4.93 -2.90
C 1.90 3.88 -2.31
H 2.66 0.23 -4.84
H 1.64 1.44 -4.19
H 1.51 -0.23 -3.50
H 4.45 -0.82 -3.48
H 3.44 -1.13 -2.01
H 4.95 -0.19 -1.91
H 4.95 1.48 -4.15
H 4.77 2.50 -2.71
H 3.64 2.64 -4.05
H 1.93 2.13 1.39
H 3.27 2.73 3.37
H 5.82 2.56 3.24
H 6.89 1.84 1.02
H 5.46 1.47 -0.93
H -0.50 2.43 -0.51
H -1.84 4.01 -1.66
H -0.79 5.78 -3.17
H 1.71 5.69 -3.45
H 2.97 3.83 -2.45
C 0.61 4.16 4.19
Si -1.07 3.62 3.69
C -1.98 4.93 2.69
C -2.18 3.18 5.17
C -0.88 2.06 2.67
C -0.71 1.05 1.97
H 0.60 5.11 4.74
H 1.20 4.31 3.27
H 1.15 3.42 4.80
H -2.19 5.78 3.35
H -2.96 4.43 2.44
H -1.44 5.16 1.74
H -2.20 3.94 5.98
H -1.88 2.26 5.64
H -3.24 3.09 4.82
Se -5.09 -1.86 0.60
C -5.67 -3.15 -0.62
C -5.42 -4.54 -0.44
C -5.88 -5.50 -1.35
C -6.47 -5.07 -2.56
C -6.79 -3.70 -2.71
C -6.40 -2.74 -1.77
H -4.86 -4.84 0.46
H -5.75 -6.58 -1.15
H -6.77 -5.76 -3.34
H -7.32 -3.42 -3.65
H -6.66 -1.66 -1.93
*
```

Values from the calculation:
electronic energy	-128849.8887	eV
gap between HOMO and LUMO	4.8186	eV
HOMO	-6.39	eV
LUMO energy	-1.6	eV